Entry from OMol25: C42H28Cl2FIN8O5V as an isolated structure (ωB97M-V/def2-TZVPD).

Geometry as XYZ:
```
88
Properties=species:S:1:pos:R:3:mulliken_charge:R:1
I -1.043 2.449 -1.473 -0.32
V 0.199 0.255 -0.398 -0.90
Cl -4.208 -1.207 -5.047 -0.28
Cl -5.763 -1.676 -2.380 -0.28
F 4.190 -5.016 -2.100 -0.42
O 2.335 1.717 2.546 -0.84
O 0.783 -1.367 -4.134 -0.81
O -2.342 -2.786 1.000 -0.83
O 1.492 -1.287 -0.124 -0.60
O 1.155 1.386 0.710 -0.37
N -1.245 -1.029 0.039 1.33
N 0.378 -0.983 2.400 0.70
N -1.715 4.374 9.881 -0.60
N -1.370 1.183 1.618 0.41
N 2.093 0.877 -1.757 0.28
N -1.970 1.953 3.595 0.39
N -0.024 -0.511 -2.141 0.87
N 5.331 -0.750 1.197 0.31
C 7.447 -2.604 0.573 -1.38
C 1.090 -1.014 3.513 -0.24
C 2.674 -1.075 0.253 1.10
C -3.396 -1.373 -1.133 -0.78
C 0.896 -0.702 -3.097 -0.33
C -0.611 2.933 6.871 -1.08
C 4.406 1.356 -2.072 -0.72
C 3.339 -0.253 -3.470 -0.81
C -2.719 1.085 1.727 -1.05
C 4.484 0.425 -3.112 -0.43
C -1.485 -1.888 1.037 -0.03
C 0.817 -1.850 4.584 -0.97
C -1.033 -2.661 3.336 -0.87
C 3.075 0.042 1.062 0.08
C -2.993 3.128 5.450 -0.59
C -1.880 2.500 4.871 1.11
C -2.931 3.627 6.724 -0.93
C 6.686 -0.459 1.605 -0.30
C 7.354 0.443 0.561 -1.39
C -1.740 3.528 7.476 0.43
C -0.681 2.429 5.599 -0.18
C 7.432 -1.770 1.846 -1.12
C 4.457 -3.953 -1.290 -0.01
C -1.709 3.995 8.786 0.23
C 3.449 -3.076 -0.961 -0.86
C -3.371 -1.165 -3.535 0.04
C -1.338 -0.860 -2.304 -0.02
C 5.054 -1.824 0.373 -0.46
C -0.945 1.701 2.734 -0.71
C -0.663 -1.803 2.291 0.36
C 3.188 1.549 -1.441 -0.38
C 6.050 -2.740 0.030 1.01
C -2.030 -1.110 -1.095 -0.19
C 3.735 -1.995 -0.107 0.96
C 4.354 0.158 1.493 -0.41
C -0.284 -2.689 4.493 -0.44
C 2.104 1.120 1.490 0.10
C -4.056 -1.389 -2.352 -0.01
C 2.161 -0.011 -2.758 0.56
C -2.015 -0.892 -3.517 -0.77
C -3.116 1.558 2.941 -0.52
C 5.744 -3.815 -0.814 -0.78
H -3.938 -1.563 -0.220 0.56
H 3.306 -0.964 -4.282 0.52
H -0.541 -3.353 5.309 0.41
H 8.445 -1.562 2.194 0.44
H -3.316 0.704 0.922 0.54
H 0.078 1.942 2.947 0.46
H 7.309 -0.014 -0.425 0.33
H 2.444 -3.204 -1.329 0.70
H -3.902 3.230 4.877 0.39
H -1.895 -3.293 3.195 0.56
H 5.419 0.261 -3.632 0.39
H 6.911 -2.322 2.632 0.37
H 6.505 -4.532 -1.083 0.43
H -3.794 4.105 7.166 0.42
H 7.851 -3.597 0.784 0.43
H 1.453 -1.841 5.459 0.46
H 6.629 0.095 2.553 0.52
H -4.087 1.621 3.387 0.39
H 8.395 0.633 0.819 0.44
H 3.090 2.288 -0.654 0.64
H 8.107 -2.141 -0.169 0.34
H 1.929 -0.330 3.561 0.26
H 0.312 2.874 7.431 0.43
H 5.270 1.933 -1.772 0.50
H -1.485 -0.684 -4.431 0.53
H 0.185 1.965 5.152 0.46
H 4.643 0.993 2.116 0.53
H 6.821 1.391 0.517 0.33
```

Summary:
Energy ... -4693.81251 Ha
Total charge ... -2
⟨S²⟩ ... 3.79
Multiplicity ... 4
HOMO-LUMO gap (spin up / spin down) ... 3.3 / 5.7 eV

Entry from OMol25: C42H29LaN3O11PS as an isolated structure (ωB97M-V/def2-TZVPD).

Geometry as XYZ:
```
88
Properties=species:S:1:pos:R:3:mulliken_charge:R:1
La 0.539 0.624 0.479 0.92
S 2.912 1.697 -1.065 1.12
P 0.291 -2.516 0.761 0.80
O -4.174 3.286 -4.850 -0.67
O 1.597 1.280 -1.599 -0.71
O 2.470 -0.654 1.486 -0.45
O 2.818 1.883 0.383 -0.67
O -1.647 1.078 0.410 -0.31
O -2.676 2.911 -0.328 -0.82
O 4.002 0.867 -1.516 -0.68
O -4.009 1.638 -6.220 -0.70
O -1.234 -2.684 -3.139 -0.41
O -0.591 -0.512 -1.497 0.50
O -1.157 -2.031 -5.180 -0.70
N -3.779 2.160 -5.130 1.05
N -1.329 -1.817 -3.981 0.89
N 0.320 3.361 0.835 0.87
C -4.047 -4.064 1.219 -0.54
C -3.009 1.443 -4.174 -0.90
C -0.111 4.293 -0.066 -0.30
C 0.440 -4.490 -1.282 -0.54
C 1.419 0.870 5.125 -0.67
C -2.358 -2.824 0.043 -0.24
C 2.778 -1.649 2.110 0.09
C -2.132 1.260 -1.928 0.33
C -0.959 6.517 -0.652 -0.75
C 2.485 -3.166 -2.606 -0.60
C -3.676 -3.228 0.174 -0.97
C 0.826 2.672 3.106 0.55
C -2.149 1.817 -0.509 0.18
C -0.144 3.973 -1.446 0.21
C 1.023 -5.059 -2.404 -0.67
C -0.976 6.176 -1.974 -1.00
C -1.386 -3.243 0.957 -0.01
C 1.718 2.215 5.306 -0.81
C 0.878 -3.258 -0.811 1.46
C 1.906 -2.598 -1.483 -0.70
C -0.525 5.591 0.321 0.89
C -0.048 4.958 2.577 -1.24
C 3.237 3.332 -1.740 -0.96
C 0.595 1.302 2.846 -0.30
C 0.377 3.680 2.118 0.85
C -0.563 4.889 -2.368 -1.02
C -0.495 5.891 1.698 -1.22
C 1.405 3.113 4.303 -0.76
C -1.426 0.034 -2.260 1.03
C -3.091 -4.489 2.128 -0.72
C -1.770 -4.075 2.005 -0.57
C 2.249 -2.728 2.769 0.36
C 1.324 -3.474 1.916 0.39
C 2.603 -4.757 4.051 -0.37
C -2.467 0.212 -4.507 -0.23
C 1.947 -5.521 3.057 -0.91
C 2.048 -4.400 -3.066 -0.64
C -1.750 -0.504 -3.577 -0.93
C -2.854 1.934 -2.868 -0.20
C 1.305 -4.859 2.023 -0.23
C 2.755 -3.409 3.930 -1.21
C 0.881 0.441 3.920 -0.11
H -1.040 -4.394 2.736 0.43
H 2.180 2.560 6.224 0.33
H -1.280 7.501 -0.329 0.37
H -3.328 2.865 -2.588 0.62
H 2.251 -1.629 -1.142 0.29
H 3.283 -2.833 4.684 0.34
H 2.403 3.984 -1.495 0.18
H -4.423 -2.880 -0.530 0.45
H 1.627 0.158 5.917 0.40
H 1.886 -6.599 3.146 0.35
H -2.623 -0.206 -5.489 0.64
H -0.847 6.859 2.039 0.37
H -1.315 6.881 -2.723 0.36
H -2.062 -2.187 -0.779 0.41
H -3.376 -5.147 2.941 0.40
H 4.153 3.682 -1.270 0.36
H -0.048 5.163 3.638 0.48
H 0.676 -0.623 3.813 0.39
H 1.650 4.163 4.439 0.45
H 0.723 -5.433 1.308 0.37
H -5.080 -4.373 1.331 0.36
H -0.386 -4.990 -0.789 0.36
H 2.494 -4.840 -3.950 0.35
H 0.660 -6.010 -2.776 0.34
H 0.165 2.985 -1.753 0.95
H -0.597 4.616 -3.416 0.43
H 3.357 3.235 -2.816 0.32
H 3.272 -2.633 -3.125 0.46
H 3.008 -5.263 4.922 0.37
```

Summary:
Energy ... -3380.96531 Ha
Energy relative to the best compared isomer or geometry (same formula, charge and spin) ... 188.9 kJ/mol
Total charge ... -2
HOMO-LUMO gap (spin up / spin down) ... 5.1 / 5.1 eV

Entry from OMol25: C42H31N6O6TaTe as an isolated structure (ωB97M-V/def2-TZVPD).

Geometry as XYZ:
```
87
Properties=species:S:1:pos:R:3:mulliken_charge:R:1
Ta 1.936 0.200 -2.101 1.77
Te -0.927 0.777 0.908 0.94
O 1.092 -1.529 -2.057 -0.43
O 2.954 -0.218 -0.300 -0.87
O 3.072 -5.898 -2.161 -0.49
O 0.557 -4.486 -1.396 -0.57
O 3.558 -1.152 -2.700 -1.03
O 5.095 -3.825 -2.772 -0.54
N 0.244 1.333 -2.780 0.37
N 2.865 2.113 -1.848 -0.65
N 1.849 0.073 -4.450 -0.11
N 0.899 0.343 0.147 -0.42
N 0.307 3.014 1.298 -0.64
N 2.424 3.464 0.138 -0.84
C -0.200 1.178 -4.069 -0.21
C -1.900 -2.109 0.291 0.45
C 0.620 1.811 4.018 -1.53
C -1.555 2.509 4.985 -0.74
C -2.300 -3.403 0.629 -0.46
C -0.460 2.190 -2.021 0.04
C 2.050 -0.106 0.606 1.28
C 1.887 -2.596 -2.045 0.63
C -3.015 1.617 2.792 0.73
C 3.946 -3.642 -2.486 0.08
C 0.665 0.498 -4.957 0.33
C 1.588 -3.992 -1.785 0.19
C -3.631 3.303 6.153 -1.64
C 2.711 -0.511 -5.271 -0.30
C 2.450 -0.514 1.967 -0.17
C -1.654 2.767 -2.411 -1.10
C 3.197 -2.364 -2.411 0.71
C -1.858 -1.730 -1.165 -1.08
C 2.022 -1.569 4.085 -0.70
C 1.564 -1.083 2.873 -0.10
C -2.171 2.502 -3.662 -1.14
C -1.592 -1.228 1.332 0.38
C 4.257 -0.897 3.509 -0.77
C -3.640 2.206 3.884 -0.91
C 2.901 -4.719 -2.124 0.18
C -2.933 2.664 4.987 0.51
C -1.615 1.472 2.835 0.10
C -3.893 1.183 1.639 -1.82
C -1.405 1.725 -4.541 1.17
C 0.316 0.338 -6.309 0.98
C 2.444 -0.716 -6.623 -1.04
C 3.808 -0.435 2.286 -0.67
C 3.367 -1.474 4.406 -0.56
C -1.755 -1.614 2.664 -0.09
C -2.180 -2.892 2.971 -0.84
C 1.319 3.264 0.780 0.73
C -0.875 1.923 3.924 1.47
C 2.682 2.771 -0.892 0.80
C -2.433 -3.795 1.947 -0.86
C -0.950 0.833 -6.752 -0.94
C -1.771 1.495 -5.906 -0.96
C 1.245 -0.291 -7.147 -0.49
H -3.725 0.141 1.362 0.30
H -2.828 -1.924 -1.625 0.59
H -2.717 1.892 -6.250 0.44
H -0.013 2.452 -1.077 0.34
H 0.526 -1.195 2.610 0.85
H -3.733 1.811 0.758 0.31
H -3.152 4.246 6.417 0.38
H -4.939 1.281 1.922 0.48
H -3.109 2.934 -3.983 0.48
H -4.679 3.493 5.933 0.37
H 4.493 -0.012 1.564 0.56
H 3.650 -0.826 -4.836 0.74
H 1.056 1.520 3.070 -0.36
H -0.976 2.864 5.831 0.48
H -1.118 -2.332 -1.689 0.06
H -2.162 3.433 -1.727 0.61
H -2.738 -4.806 2.180 0.41
H 5.308 -0.824 3.754 0.45
H -1.563 -0.909 3.464 0.60
H 3.182 -1.211 -7.237 0.43
H 1.051 2.765 4.322 0.51
H -1.238 0.673 -7.783 0.44
H 1.323 -2.034 4.770 0.49
H 0.900 1.071 4.769 0.44
H 3.729 -1.866 5.347 0.43
H 1.021 -0.427 -8.198 0.47
H -2.312 -3.182 4.005 0.49
H -1.615 -0.676 -1.309 -0.14
H -3.578 2.654 7.028 0.33
H -2.508 -4.105 -0.169 0.48
H -4.717 2.323 3.861 0.37
```

Summary:
Energy ... -2723.96270 Ha
Energy relative to the best compared isomer or geometry (same formula, charge and spin) ... 60.5 kJ/mol
Total charge ... +1
⟨S²⟩ ... 0.77
Multiplicity ... 2
HOMO-LUMO gap (spin up / spin down) ... 5.8 / 6.8 eV

Entry from OMol25: C42H32F6N3O8PV as an isolated structure (ωB97M-V/def2-TZVPD).

Geometry as XYZ:
```
93
Properties=species:S:1:pos:R:3:mulliken_charge:R:1
V -0.185 0.135 1.653 0.83
P 0.207 2.365 0.688 0.61
F 4.704 0.126 3.893 -0.31
F 0.947 -1.346 4.563 -0.17
F 4.413 0.231 1.750 -0.28
F 1.808 0.581 5.053 -0.27
F 2.989 -1.236 5.237 -0.30
F 3.536 1.735 3.044 -0.19
O 1.536 0.248 2.293 -0.63
O 1.714 -1.333 -1.253 -0.73
O -1.467 -0.120 -2.156 -0.59
O 0.052 -0.406 -0.093 0.88
O -3.103 -5.993 1.881 -0.69
O -3.632 -5.371 4.019 -0.74
O -1.138 0.565 3.223 -0.90
O -2.791 -0.156 4.576 -0.74
N -1.320 2.704 -0.004 0.32
N -2.309 0.726 0.770 0.68
N -0.804 -1.695 2.127 1.74
C -1.845 -5.088 -2.046 -0.70
C 1.408 5.319 3.234 -0.82
C -0.463 0.088 -4.668 -0.38
C -0.493 -2.851 1.517 -0.47
C -4.763 1.528 -0.259 -0.62
C -1.743 -1.710 3.097 0.34
C 1.457 6.445 2.429 -0.48
C 1.014 4.098 2.698 -0.12
C -0.911 -2.461 -2.352 0.06
C -4.646 0.309 0.401 -1.00
C 1.360 0.035 -6.244 -0.52
C -3.411 -0.033 0.898 -0.34
C -0.850 -4.795 -2.971 -0.85
C 1.114 6.356 1.081 -0.84
C 3.575 2.045 -1.554 -0.56
C 3.802 0.420 2.946 0.35
C 2.668 2.087 -0.506 -0.37
C -2.183 -4.027 2.737 0.27
C 2.506 -0.451 3.011 1.06
C -1.161 -4.022 1.797 -1.02
C 0.678 4.001 1.350 0.55
C 0.588 -0.893 -1.178 -1.08
C 0.878 2.484 -2.066 0.19
C -3.656 2.328 -0.394 -1.13
C -2.434 -2.848 3.437 -0.85
C 2.063 -0.609 4.489 0.33
C 0.072 0.427 -5.907 -0.84
C 1.790 2.451 -3.115 -0.41
C -2.381 -4.067 -1.276 -0.69
C 1.315 2.316 -0.759 0.11
C -0.388 -1.006 -2.401 2.67
C 0.273 -0.646 -3.741 -1.04
C 2.105 -0.693 -5.325 -0.93
C -3.070 -5.274 2.910 0.19
C -1.951 -0.345 3.732 0.47
C -1.915 -2.766 -1.431 0.15
C -2.432 1.893 0.128 0.26
C 1.571 -1.029 -4.087 -0.01
C -0.382 -3.495 -3.122 -0.44
C 3.136 2.234 -2.860 -0.65
C 2.804 -1.824 2.411 -1.69
C 0.736 5.137 0.541 -0.44
H -2.192 -6.105 -1.908 0.44
H -5.719 1.852 -0.655 0.41
H 3.841 2.189 -3.683 0.38
H -5.489 -0.357 0.533 0.52
H -3.189 -2.819 4.212 0.66
H 0.397 -3.293 -3.843 0.47
H 3.004 1.932 0.512 0.11
H 1.157 7.236 0.450 0.40
H 0.970 3.210 3.321 0.38
H -1.461 0.418 -4.415 0.36
H -3.289 -0.971 1.422 0.31
H 1.675 5.388 4.283 0.42
H -0.941 -4.929 1.249 0.61
H 1.440 2.566 -4.134 0.37
H -0.423 -5.586 -3.578 0.43
H 3.117 -1.000 -5.568 0.41
H 2.117 -2.565 2.815 0.41
H 2.659 -1.750 1.336 0.13
H -1.496 3.601 -0.416 0.38
H -0.182 2.598 -2.276 0.07
H 1.772 7.395 2.844 0.37
H -2.305 -1.983 -0.792 0.10
H 2.171 -1.567 -3.366 0.61
H 1.779 0.300 -7.209 0.40
H 4.620 1.847 -1.350 0.46
H -2.278 -0.547 -2.451 0.62
H 0.516 5.065 -0.521 0.33
H 0.272 -2.804 0.753 0.50
H -3.711 3.286 -0.898 0.48
H -0.524 1.003 -6.607 0.39
H 3.826 -2.141 2.619 0.48
H -3.131 -4.296 -0.524 0.37
```

Summary:
Energy ... -4270.80184 Ha
Energy relative to the best compared isomer or geometry (same formula, charge and spin) ... 32.0 kJ/mol
Total charge ... -1
⟨S²⟩ ... 2.01
Multiplicity ... 3
HOMO-LUMO gap (spin up / spin down) ... 7.5 / 7.5 eV

Entry from OMol25: C42H33BrClN3O8RuS as an isolated structure (ωB97M-V/def2-TZVPD).

Geometry as XYZ:
```
90
Properties=species:S:1:pos:R:3:mulliken_charge:R:1
Ru -0.035 -0.817 -0.253 3.28
Br 6.071 0.916 -2.649 -0.16
Cl 3.016 0.931 -6.542 -0.26
S 0.963 -3.962 -0.143 1.35
O -1.898 -1.696 0.092 -0.16
O -4.495 -2.961 0.747 -0.63
O 0.422 -3.509 -1.412 -0.80
O -0.742 1.584 -0.658 0.12
O 2.304 -4.505 -0.147 -0.73
O -5.797 -1.242 2.773 -0.55
O -1.416 0.408 1.824 -0.49
O -3.843 0.831 3.584 -0.56
N 1.907 -0.239 -0.962 1.15
N 1.260 -0.300 1.829 0.83
N 0.811 -2.712 0.820 0.49
C -0.826 -0.745 -2.228 -2.22
C -1.735 -7.309 1.305 -0.41
C 2.375 -3.568 4.106 -0.94
C 1.010 -1.250 -3.855 -0.07
C -1.251 3.923 -0.213 0.48
C -0.859 5.012 0.630 0.29
C -0.369 -7.521 1.197 -0.73
C 0.073 -0.350 -3.335 0.50
C 1.628 -1.361 2.598 -0.95
C -4.694 -1.090 2.315 0.36
C -2.069 6.605 -0.749 0.71
C 2.915 -1.122 -0.959 -0.56
C 4.384 0.453 -1.944 -0.10
C 2.099 1.183 3.503 -1.16
C -2.478 8.016 -1.060 -1.62
C -2.510 5.537 -1.524 -0.48
C -2.146 4.225 -1.283 1.10
C -3.688 0.007 2.717 -0.12
C 2.227 -1.190 3.861 1.25
C -2.282 -6.075 0.972 -0.71
C -4.037 -1.949 1.240 -0.28
C 4.170 -0.822 -1.451 -0.98
C 1.493 0.911 2.260 -0.43
C 1.861 0.431 -5.328 0.49
C 1.409 -2.675 2.067 0.10
C -1.256 6.301 0.342 -0.70
C -2.740 -1.318 0.953 0.47
C 0.037 0.938 -3.872 -0.11
C -0.745 2.627 0.098 -0.79
C 2.592 -2.324 4.624 -0.87
C 0.023 4.778 1.827 -1.34
C -2.833 3.160 -2.099 -2.00
C -2.483 -0.200 1.840 0.87
C 1.910 -0.864 -4.835 -1.02
C 1.799 -3.751 2.833 -0.44
C 0.916 1.332 -4.870 -1.03
C 2.450 0.135 4.299 -0.95
C 0.462 -6.498 0.757 -0.22
C -0.093 -5.267 0.437 0.00
C -1.461 -5.049 0.534 -0.74
C 2.133 0.996 -1.426 -0.69
C 3.367 1.385 -1.921 -0.88
H -3.206 5.731 -2.336 0.38
H -1.117 -1.794 -2.313 0.80
H 3.039 -2.188 5.601 0.38
H -2.623 2.164 -1.722 -0.12
H -1.879 -4.095 0.252 0.36
H 1.193 1.720 1.610 0.43
H -0.445 4.111 2.557 0.27
H -3.913 3.325 -2.083 0.54
H 1.048 -2.257 -3.455 0.58
H 4.946 -1.573 -1.446 0.58
H 2.261 2.209 3.804 0.55
H -1.693 -0.098 -2.131 0.63
H 2.913 0.299 5.266 0.40
H -2.129 8.703 -0.289 0.33
H 2.651 -4.445 4.678 0.41
H 1.282 1.663 -1.401 0.48
H 1.664 -4.756 2.459 0.30
H -2.526 3.201 -3.147 0.37
H -2.379 -8.108 1.650 0.37
H -2.067 8.356 -2.014 0.31
H -0.673 1.645 -3.470 0.50
H 0.973 4.316 1.540 0.21
H 0.241 5.721 2.329 0.35
H -0.921 7.105 0.990 0.20
H 2.710 -2.099 -0.549 0.30
H -0.360 2.512 1.106 -0.07
H 2.648 -1.559 -5.214 0.46
H -3.564 8.116 -1.125 0.34
H 3.505 2.388 -2.295 0.55
H 1.529 -6.639 0.663 0.51
H 0.883 2.335 -5.273 0.44
H -3.348 -5.904 1.043 0.50
H 0.054 -8.484 1.454 0.39
```

Summary:
Energy ... -5913.76013 Ha
Energy relative to the best compared isomer or geometry (same formula, charge and spin) ... 145.8 kJ/mol
Total charge ... -1
⟨S²⟩ ... 8.83
Multiplicity ... 6
HOMO-LUMO gap (spin up / spin down) ... 4.3 / 5.6 eV